# 1
80
Properties=species:S:1:pos:R:3:mulliken_charge:R:1 method="wB97M-V/def2-TZVPD" e_tot_ha=-5665.9929 e_homo_ev=-13.49 charge=+2 gap_ev=7.4
Sc -0.621 -0.648 0.536 0.28
N -0.636 1.024 -1.358 -0.04
C -1.918 1.684 -1.537 0.24
C -2.381 2.051 -2.791 -0.67
C -3.573 2.752 -2.914 -0.77
C -4.311 3.086 -1.790 -0.76
C -3.878 2.692 -0.537 -0.88
C -2.678 2.000 -0.402 0.09
P -2.064 1.359 1.186 2.00
C -0.779 2.546 1.695 0.63
C 0.000 2.178 2.795 -0.68
C 1.053 2.980 3.190 -0.77
C 1.326 4.154 2.503 -0.61
C 0.540 4.529 1.425 -0.77
C -0.504 3.723 1.003 -0.49
C -3.446 1.471 2.345 -0.07
C -3.661 2.546 3.202 -0.35
C -4.746 2.509 4.063 -0.74
C -5.600 1.417 4.072 -0.63
C -5.386 0.350 3.211 -0.82
C -4.306 0.370 2.352 0.00
H 0.035 1.752 -1.073 0.32
H -0.322 0.698 -2.282 0.37
H -1.819 1.804 -3.679 0.46
H -3.926 3.051 -3.888 0.44
H -5.223 3.655 -1.882 0.47
H -4.456 2.929 0.343 0.52
H -0.242 1.277 3.348 0.56
H 1.658 2.696 4.034 0.50
H 2.145 4.784 2.811 0.47
H 0.730 5.458 0.911 0.48
H -1.118 4.017 0.160 0.50
H -2.992 3.395 3.198 0.49
H -4.921 3.333 4.736 0.45
H -6.430 1.391 4.761 0.42
H -6.053 -0.498 3.225 0.46
H -4.110 -0.453 1.667 0.25
C -2.203 -3.033 2.056 -0.66
N -1.586 -3.834 1.021 0.17
C -0.216 -4.223 1.330 -0.78
P -1.798 -3.273 -0.561 0.03
O -1.071 -1.954 -0.779 -0.64
N -3.433 -2.952 -0.607 0.76
C -3.937 -1.873 -1.445 -1.03
C -4.367 -4.061 -0.446 -1.09
N -1.207 -4.394 -1.604 0.34
C -1.601 -5.793 -1.530 -1.05
C -0.179 -4.098 -2.589 -0.86
H -2.146 -3.563 3.009 0.46
H -3.252 -2.867 1.807 0.23
H -1.687 -2.026 2.202 0.19
H -0.213 -4.923 2.165 0.34
H 0.414 -3.356 1.605 0.22
H 0.222 -4.716 0.462 0.31
H -3.237 -1.033 -1.418 0.19
H -4.896 -1.545 -1.042 0.34
H -4.101 -2.172 -2.482 0.28
H -3.901 -4.837 0.159 0.40
H -4.675 -4.483 -1.405 0.30
H -5.260 -3.697 0.065 0.39
H -2.194 -5.968 -0.634 0.35
H -0.711 -6.425 -1.489 0.42
H -2.180 -6.078 -2.411 0.33
H 0.051 -3.035 -2.574 0.14
H -0.520 -4.374 -3.588 0.33
H 0.730 -4.667 -2.380 0.34
Br 6.321 2.496 -0.524 -0.14
C 4.970 1.492 0.347 -0.06
C 3.747 1.309 -0.294 -0.74
C 2.743 0.623 0.354 0.45
C 2.943 0.133 1.643 0.58
C 4.181 0.300 2.262 -0.81
C 5.200 0.969 1.614 -0.47
C 1.862 -0.580 2.383 0.10
O 1.966 -0.938 3.527 -0.56
O 0.752 -0.784 1.680 0.01
H 3.608 1.698 -1.290 0.49
H 1.777 0.441 -0.149 0.03
H 4.327 -0.105 3.252 0.53
H 6.166 1.088 2.081 0.49


# 2
73
Properties=species:S:1:pos:R:3:mulliken_spin:R:1 method="wB97M-V/def2-TZVPD" spin_multiplicity=6 e_tot_ha=-2560.1278 e_homo_ev="-2.74 / -2.74" charge=-1 gap_ev="4.9 / 4.9"
O -0.598 -1.180 -3.287 0.09
C -0.868 -0.101 -4.274 0.00
C -0.450 -0.853 -5.514 0.00
H -0.191 0.750 -4.146 0.00
H -1.931 0.167 -4.227 0.00
C -0.418 -2.013 -4.498 0.00
H 0.536 -0.540 -5.874 0.00
H -1.150 -0.844 -6.349 0.00
C 0.942 -2.685 -4.549 0.01
H 1.725 -1.987 -4.227 0.00
H 1.161 -2.977 -5.582 0.00
H 0.970 -3.574 -3.921 0.00
C -1.611 -2.941 -4.537 0.00
H -2.522 -2.333 -4.411 0.00
H -1.520 -3.660 -3.715 0.00
H -1.670 -3.469 -5.489 0.00
Mn -1.039 -1.856 -0.431 4.34
C -2.545 -2.299 1.216 0.17
C -1.934 -0.981 1.291 -0.09
C -2.327 -0.250 0.117 0.00
H -1.402 -0.547 2.148 0.03
C -3.133 -1.144 -0.667 0.21
C -3.173 -2.441 -0.042 -0.11
H -3.691 -3.331 -0.414 0.01
H -2.632 -3.010 2.053 0.00
H -2.138 0.825 -0.050 0.01
H -3.760 -0.856 -1.519 0.03
C 0.086 -2.678 1.259 0.09
C -0.202 -3.713 0.307 -0.06
C 0.465 -3.382 -0.898 0.14
H -0.746 -4.637 0.501 0.00
C 1.049 -2.062 -0.764 0.10
C 0.835 -1.634 0.601 -0.04
H 1.273 -0.764 1.111 0.01
H -0.114 -2.769 2.337 0.00
H 0.620 -4.084 -1.720 0.04
H 1.628 -1.552 -1.537 0.02
O 2.264 2.597 -2.062 0.00
C 1.209 1.642 -1.794 0.01
C -0.163 2.348 -1.987 -0.01
H 1.333 1.169 -0.817 0.00
H 1.367 0.792 -2.509 0.00
C 0.180 3.824 -2.248 0.00
H -0.776 2.115 -1.103 0.00
H -0.610 1.936 -2.889 0.00
C 1.608 3.694 -2.794 0.00
H 0.290 4.409 -1.323 0.00
H -0.470 4.336 -2.980 0.00
H 2.233 4.604 -2.808 0.00
H 1.495 3.438 -3.893 0.00
C 0.798 4.731 2.245 0.00
C 1.026 3.685 1.316 0.00
C 0.867 2.373 1.713 -0.01
C 0.622 2.026 3.071 0.00
C 0.607 3.098 4.017 0.00
C 0.597 4.414 3.594 0.00
N 0.407 0.715 3.397 0.00
C 0.711 0.168 4.611 0.00
C 1.832 0.585 5.404 0.00
C 2.116 -0.020 6.631 0.00
C 1.274 -1.015 7.137 0.00
C 0.156 -1.433 6.395 0.00
C -0.091 -0.890 5.138 0.00
H 0.805 5.761 1.905 0.00
H 1.343 3.935 0.303 0.00
H 0.938 1.556 0.982 0.00
H 0.552 2.842 5.076 0.00
H 0.446 5.208 4.337 0.00
H 2.485 1.371 5.028 0.00
H 2.998 0.278 7.196 0.00
H 1.466 -1.449 8.111 0.00
H -0.506 -2.206 6.773 0.00
H -0.931 -1.232 4.524 0.00


# 3
84
Properties=species:S:1:pos:R:3:mulliken_charge:R:1 method="wB97M-V/def2-TZVPD" e_tot_ha=-2573.4787 e_homo_ev=-9.25 gap_ev=8.6
C 3.840 4.077 -1.660 -1.35
C 2.388 3.937 -1.203 0.72
O 1.503 3.860 -2.030 -0.50
N 2.196 3.855 0.208 0.45
C 2.244 5.178 0.872 -1.10
C 1.062 3.037 0.572 -1.09
C 1.365 1.794 1.080 1.04
C 2.817 1.387 1.233 -2.05
C 0.372 0.885 1.428 0.71
C 0.780 -0.452 1.997 -1.89
C 0.749 -1.619 0.984 -0.23
S 2.040 -2.847 1.406 -0.37
C 3.389 -2.364 0.389 0.65
N 4.598 -2.124 0.703 -0.27
N 5.216 -1.777 -0.491 -0.38
C 4.352 -1.807 -1.402 -0.06
O 3.127 -2.189 -0.925 -0.30
C -0.933 1.276 1.228 0.56
C -1.257 2.535 0.761 0.96
C -0.262 3.421 0.428 1.03
C -0.665 4.779 -0.085 -1.25
O -0.655 5.650 1.051 -0.23
O -1.444 6.784 0.710 -0.46
C -2.720 2.875 0.621 -0.70
O -3.185 3.970 0.876 -0.55
C -3.591 1.738 0.180 1.13
C -4.732 2.108 -0.709 -1.72
C -4.245 2.581 -2.111 0.44
C -4.605 4.059 -2.321 -1.67
O -2.837 2.414 -2.243 -0.53
C -3.286 0.514 0.591 1.23
C -4.142 -0.668 0.113 -1.69
O -4.227 -0.750 -1.297 -0.30
C -3.145 -1.376 -1.921 -0.63
O -3.019 -2.715 -1.527 -0.41
C -1.733 -3.052 -1.073 0.72
C -1.792 -4.207 -0.050 -0.77
O -2.746 -5.192 -0.393 -0.56
C -2.105 0.342 1.516 -0.20
O -2.125 -0.454 2.437 -0.63
H 3.961 3.514 -2.584 0.40
H 4.152 5.114 -1.781 0.29
H 4.463 3.566 -0.921 0.32
H 3.295 5.469 0.974 0.31
H 1.688 5.953 0.347 0.41
H 1.865 5.048 1.883 0.40
H 3.035 0.629 0.469 0.13
H 3.036 0.973 2.215 0.47
H 3.494 2.214 1.044 0.47
H 1.746 -0.394 2.487 0.84
H 0.077 -0.704 2.791 0.65
H -0.179 -2.157 1.139 -0.17
H 0.869 -1.242 -0.030 0.62
H 4.452 -1.574 -2.447 0.43
H 0.025 5.199 -0.819 0.48
H -1.665 4.810 -0.515 0.31
H -1.537 7.227 1.562 0.31
H -5.474 1.322 -0.817 0.38
H -5.260 2.957 -0.261 0.60
H -4.789 2.006 -2.867 0.31
H -4.191 4.379 -3.283 0.45
H -5.687 4.182 -2.302 0.42
H -4.149 4.674 -1.540 0.35
H -2.471 3.234 -2.589 0.31
H -5.158 -0.450 0.451 0.57
H -3.857 -1.600 0.606 0.30
H -2.229 -0.779 -1.786 0.40
H -3.369 -1.372 -2.992 0.37
H -1.062 -3.376 -1.880 0.43
H -1.314 -2.198 -0.541 -0.46
H -2.058 -3.737 0.910 0.36
H -0.787 -4.621 0.086 0.35
H -3.473 -5.082 0.222 0.34
C 4.616 -8.174 1.106 -0.29
C 4.632 -6.851 0.699 -0.68
C 3.456 -6.123 0.791 0.35
N 2.308 -6.622 1.246 -0.27
C 2.312 -7.897 1.631 -0.25
C 3.432 -8.712 1.584 -0.39
H 5.513 -8.778 1.052 0.37
H 5.534 -6.392 0.319 0.37
H 3.421 -5.084 0.486 0.14
H 1.363 -8.276 1.995 0.36
H 3.377 -9.741 1.913 0.36


Please write out number 3 again, unchanged.
84
Properties=species:S:1:pos:R:3:mulliken_charge:R:1 method="wB97M-V/def2-TZVPD" e_tot_ha=-2573.4787 e_homo_ev=-9.25 gap_ev=8.6
C 3.840 4.077 -1.660 -1.35
C 2.388 3.937 -1.203 0.72
O 1.503 3.860 -2.030 -0.50
N 2.196 3.855 0.208 0.45
C 2.244 5.178 0.872 -1.10
C 1.062 3.037 0.572 -1.09
C 1.365 1.794 1.080 1.04
C 2.817 1.387 1.233 -2.05
C 0.372 0.885 1.428 0.71
C 0.780 -0.452 1.997 -1.89
C 0.749 -1.619 0.984 -0.23
S 2.040 -2.847 1.406 -0.37
C 3.389 -2.364 0.389 0.65
N 4.598 -2.124 0.703 -0.27
N 5.216 -1.777 -0.491 -0.38
C 4.352 -1.807 -1.402 -0.06
O 3.127 -2.189 -0.925 -0.30
C -0.933 1.276 1.228 0.56
C -1.257 2.535 0.761 0.96
C -0.262 3.421 0.428 1.03
C -0.665 4.779 -0.085 -1.25
O -0.655 5.650 1.051 -0.23
O -1.444 6.784 0.710 -0.46
C -2.720 2.875 0.621 -0.70
O -3.185 3.970 0.876 -0.55
C -3.591 1.738 0.180 1.13
C -4.732 2.108 -0.709 -1.72
C -4.245 2.581 -2.111 0.44
C -4.605 4.059 -2.321 -1.67
O -2.837 2.414 -2.243 -0.53
C -3.286 0.514 0.591 1.23
C -4.142 -0.668 0.113 -1.69
O -4.227 -0.750 -1.297 -0.30
C -3.145 -1.376 -1.921 -0.63
O -3.019 -2.715 -1.527 -0.41
C -1.733 -3.052 -1.073 0.72
C -1.792 -4.207 -0.050 -0.77
O -2.746 -5.192 -0.393 -0.56
C -2.105 0.342 1.516 -0.20
O -2.125 -0.454 2.437 -0.63
H 3.961 3.514 -2.584 0.40
H 4.152 5.114 -1.781 0.29
H 4.463 3.566 -0.921 0.32
H 3.295 5.469 0.974 0.31
H 1.688 5.953 0.347 0.41
H 1.865 5.048 1.883 0.40
H 3.035 0.629 0.469 0.13
H 3.036 0.973 2.215 0.47
H 3.494 2.214 1.044 0.47
H 1.746 -0.394 2.487 0.84
H 0.077 -0.704 2.791 0.65
H -0.179 -2.157 1.139 -0.17
H 0.869 -1.242 -0.030 0.62
H 4.452 -1.574 -2.447 0.43
H 0.025 5.199 -0.819 0.48
H -1.665 4.810 -0.515 0.31
H -1.537 7.227 1.562 0.31
H -5.474 1.322 -0.817 0.38
H -5.260 2.957 -0.261 0.60
H -4.789 2.006 -2.867 0.31
H -4.191 4.379 -3.283 0.45
H -5.687 4.182 -2.302 0.42
H -4.149 4.674 -1.540 0.35
H -2.471 3.234 -2.589 0.31
H -5.158 -0.450 0.451 0.57
H -3.857 -1.600 0.606 0.30
H -2.229 -0.779 -1.786 0.40
H -3.369 -1.372 -2.992 0.37
H -1.062 -3.376 -1.880 0.43
H -1.314 -2.198 -0.541 -0.46
H -2.058 -3.737 0.910 0.36
H -0.787 -4.621 0.086 0.35
H -3.473 -5.082 0.222 0.34
C 4.616 -8.174 1.106 -0.29
C 4.632 -6.851 0.699 -0.68
C 3.456 -6.123 0.791 0.35
N 2.308 -6.622 1.246 -0.27
C 2.312 -7.897 1.631 -0.25
C 3.432 -8.712 1.584 -0.39
H 5.513 -8.778 1.052 0.37
H 5.534 -6.392 0.319 0.37
H 3.421 -5.084 0.486 0.14
H 1.363 -8.276 1.995 0.36
H 3.377 -9.741 1.913 0.36